# C14H13AuN3O5S

C14H13AuN3O5S as an isolated structure in a non-equilibrium geometry (ωB97M-V/def2-TZVPD, OMol25).

Last column: natural (NBO) charge in e.
Positions of all 37 atoms, in Å:
Au 0.2891 0.7501 -1.0393  1.511
S -0.6157 3.3388 -0.4029  2.371
O 0.4253 0.4106 0.9806  -0.689
O -1.2220 4.4865 -0.9773  -0.888
O -0.1111 -3.5974 2.2191  -0.644
O -1.4737 2.1731 -0.2113  -1.017
O 0.5659 2.7438 -1.2499  -0.973
N 0.1326 -1.1675 -0.9105  -0.199
N -0.0248 -1.7304 0.2859  -0.430
N 0.4513 0.3424 -2.9719  -0.458
C 0.3875 -0.5286 -5.5559  -0.100
C -0.2659 -0.1677 3.5869  -0.126
C -0.1357 -1.1953 2.6248  -0.219
C 0.3013 -1.4498 -4.5187  -0.190
C 0.5244 1.2399 -3.9589  0.094
C 0.5003 0.8240 -5.2777  -0.218
C -0.1793 -2.5383 3.0444  0.387
C -0.4109 -0.4589 4.9143  -0.254
C 0.0867 3.7363 1.1483  -0.901
C -0.2932 -2.8214 4.4021  -0.276
C 0.0857 -0.8123 1.2554  0.623
C 0.3262 -0.9881 -3.2211  0.141
C 0.1946 -1.8070 -2.0307  0.059
C -0.4013 -1.7999 5.3181  -0.113
H 0.1431 -2.8871 -2.0441  0.251
H -0.5258 0.3322 5.6413  0.232
H -0.0758 -3.2891 1.3016  0.503
H -0.7383 4.0860 1.7663  0.270
H -0.2627 0.8576 3.2453  0.226
H 0.3566 -0.8713 -6.5812  0.253
H 0.5652 1.5599 -6.0659  0.261
H 0.8254 4.5238 1.0125  0.264
H 0.6102 2.2776 -3.6645  0.265
H 0.2094 -2.5097 -4.7111  0.256
H 0.5338 2.8387 1.5699  0.256
H -0.2982 -3.8591 4.7059  0.243
H -0.4803 -2.0427 6.3702  0.230

Calculated values
F_max (eV/A): 1.27
Calculated total energy (eV): -43955.7313
E_LUMO (eV): -5.410
HOMO-LUMO gap (eV): 6.120
Relative energy (zero: lowest compared OMol25 entry of this formula, charge and spin) (kJ/mol): 28.7
Charge: +1